[1]
ORCA calculation (the ωB97M-V functional and the def2-TZVPD basis) on C18H23CoGeN2O6 as an isolated structure.

Each line ends with the natural charge from an NBO analysis.
CARTESIAN COORDINATES (ANGSTROEM)
Co1 11.45 10.08 8.02  1.5735
O1 13.33 6.88 8.69  -0.4675
C1 13.10 8.01 8.50  0.7491
O2 12.71 9.04 9.08  -0.7715
C2 13.01 8.38 6.40  0.8648
O3 13.90 7.90 5.89  -0.4032
O4 11.98 9.06 6.35  -0.7636
N1 8.08 5.90 7.12  -0.6721
C3 8.59 6.67 8.31  -0.2394
C4 9.80 7.60 8.01  -0.2628
N2 9.76 8.81 8.80  -0.8926
H1 7.07 5.68 7.15  0.4627
H2 8.59 5.02 6.97  0.4556
H3 8.19 6.42 6.24  0.4461
H4 8.80 5.96 9.08  0.2490
H5 7.74 7.28 8.63  0.2295
H6 9.84 7.82 6.95  0.2132
H7 10.76 7.10 8.17  0.2427
H8 10.06 8.63 9.78  0.4282
H9 8.87 9.31 8.66  0.4102
Ge1 11.77 14.51 7.35  1.2547
C5 10.28 15.19 6.39  -0.4939
C6 9.99 15.22 5.04  -0.1839
C7 8.93 16.00 4.60  -0.1953
C8 8.12 16.67 5.48  -0.1752
C9 8.37 16.63 6.83  -0.2001
C10 9.50 15.95 7.26  -0.1897
C11 13.31 13.48 6.71  -0.4814
C12 13.46 12.84 5.48  -0.1941
C13 14.62 12.14 5.17  -0.2153
C14 15.63 12.07 6.14  -0.1779
C15 15.44 12.59 7.42  -0.2192
C16 14.27 13.23 7.70  -0.1663
H10 12.40 15.44 8.37  -0.1215
H11 10.56 14.74 4.24  0.2243
H12 8.77 16.10 3.53  0.2318
H13 7.27 17.24 5.08  0.2368
H14 7.80 17.22 7.57  0.2372
H15 9.76 15.92 8.33  0.1971
H16 12.65 12.88 4.75  0.2135
H17 14.71 11.70 4.21  0.2309
H18 16.54 11.51 5.95  0.2318
H19 16.19 12.36 8.17  0.2324
H20 14.13 13.63 8.73  0.2019
C17 10.88 13.94 10.60  -0.2740
O5 10.42 12.90 9.69  -0.4897
C18 10.87 12.89 8.47  0.6029
O6 10.87 11.79 7.95  -0.8206
H21 11.08 14.93 10.09  0.2119
H22 11.83 13.58 11.05  0.2086
H23 10.16 14.02 11.42  0.2304

## Properties
Gap between HOMO and LUMO (spin up / spin down) = 7.5 / 7.3 eV
Multiplicity = 5
Net charge = +2
Energy relative to the best compared isomer or geometry (same formula, charge and spin) = 0.0000 eV
<S²> = 6.01
E_HOMO (spin up / spin down) = -13.58 / -13.89 eV

=====

[2]
ORCA calculation (the ωB97M-V functional and the def2-TZVPD basis) on a 2-piece molecular cluster, C7H9Cl overall.

Each line ends with the natural charge from an NBO analysis.
CARTESIAN COORDINATES (ANGSTROEM)
C1 -0.38 -1.74 3.37  -0.6887
C2 -0.34 -1.06 2.02  -0.1718
C3 0.81 -0.78 1.33  -0.2994
Cl1 2.24 -1.46 1.93  0.0005
H1 -0.99 -1.36 4.18  0.2304
H2 -0.65 -2.77 3.22  0.2227
H3 0.79 -1.80 3.46  0.2328
H4 -1.39 -0.70 1.55  0.2051
H5 0.98 -0.51 0.22  0.2565
C4 -1.11 1.49 -3.21  -0.6805
C5 0.12 1.23 -2.43  0.0220
C6 1.16 0.29 -2.13  -0.1093
C7 1.29 1.67 -1.83  -0.1960
H6 -2.03 1.12 -2.70  0.2559
H7 -1.04 1.12 -4.28  0.2581
H8 -1.16 2.64 -3.20  0.2263
H9 1.70 2.62 -1.50  0.2355

## Properties
Gap between HOMO and LUMO = 9.5 eV
SMILES = C/C=C\Cl.CC1=C=C1
Multiplicity = 1
Energy relative to the best compared isomer or geometry (same formula, charge and spin) = 5.3556 eV
E_HOMO = -8.81 eV

=====

[3]
ORCA calculation (the ωB97M-V functional and the def2-TZVPD basis) on C33H61FN2O25S6 as an isolated structure.

Each line ends with the Mulliken charge.
CARTESIAN COORDINATES (ANGSTROEM)
C1 -1.74 -1.71 -0.84  1.4075
C2 -2.14 -0.72 0.03  1.3460
C3 -3.39 -0.08 -0.24  -0.7823
C4 -4.05 -0.27 -1.46  -0.0255
C5 -3.54 -1.18 -2.40  -1.4216
C6 -2.44 -1.97 -2.03  -1.6095
N1 -5.22 0.54 -1.74  1.2339
O1 -5.78 0.31 -2.81  -0.7241
O2 -5.56 1.43 -0.98  -0.6778
H1 -0.89 -2.33 -0.62  -0.7880
H2 -1.81 -0.43 1.02  -1.4197
H3 -3.79 0.66 0.43  0.8003
H4 -4.11 -1.39 -3.30  0.5691
H5 -2.11 -2.82 -2.61  1.0092
C7 -1.39 -4.78 0.25  -0.7314
C8 -1.70 -3.79 1.10  -0.5045
C9 -0.80 -2.84 1.45  0.6202
C10 0.46 -2.77 0.82  0.0816
C11 0.72 -3.70 -0.22  -0.1490
C12 -0.22 -4.69 -0.52  -0.8523
N2 1.56 -1.73 1.15  -0.4052
O3 2.72 -1.93 0.81  0.1529
O4 1.31 -0.73 1.78  0.2942
H6 -2.20 -5.42 -0.05  0.3898
H7 -2.68 -3.97 1.52  0.3972
H8 -1.14 -2.11 2.17  0.0890
H9 1.74 -3.82 -0.56  0.3953
H10 -0.01 -5.39 -1.31  0.5088
O5 3.99 1.55 -4.31  -0.7090
S1 2.52 1.39 -4.47  1.2869
O6 1.84 0.13 -4.88  -0.3751
O7 1.79 1.97 -3.06  -0.0147
C13 2.13 3.26 -2.57  -0.9478
C14 1.94 3.16 -1.09  -0.1083
C15 1.82 2.75 -5.61  -1.0042
H11 1.60 4.07 -3.06  0.5551
H12 3.21 3.41 -2.67  0.4304
H13 2.01 4.18 -0.71  0.5697
H14 2.65 2.44 -0.69  -0.7993
H15 0.91 2.83 -0.94  0.0121
H16 1.09 2.28 -6.27  0.3638
H17 2.62 3.01 -6.31  0.5027
H18 1.52 3.65 -5.08  0.2145
O8 1.44 -3.32 -2.71  -0.6640
S2 2.13 -2.12 -3.16  1.3311
O9 2.82 -2.05 -4.50  -0.7422
O10 1.09 -0.88 -3.11  -0.6250
C16 -0.16 -0.99 -3.78  -0.6588
C17 -0.88 0.37 -4.00  -1.4140
C18 3.24 -1.45 -1.79  -0.6335
H19 -0.68 -1.73 -3.17  -0.3781
H20 -0.20 -1.61 -4.68  0.6628
H21 -0.90 1.02 -3.14  -0.2074
H22 -1.95 0.20 -4.18  1.0429
H23 -0.47 0.84 -4.89  0.6455
H24 2.66 -1.51 -0.87  -0.1387
H25 3.48 -0.42 -2.07  -0.1394
H26 4.09 -2.12 -1.80  1.0830
O11 -3.00 1.70 0.68  -0.4778
S3 -2.44 2.95 0.12  1.0000
O12 -1.06 3.42 0.47  -0.6713
O13 -2.53 2.56 -1.50  -0.0611
C19 -1.97 3.52 -2.44  -0.8210
C20 -1.32 2.80 -3.65  0.3676
C21 -3.73 4.27 0.16  -1.1503
H27 -1.44 4.26 -1.84  0.5748
H28 -2.79 4.13 -2.84  0.3991
H29 -0.28 3.10 -3.76  -0.4401
H30 -1.91 2.84 -4.56  0.5550
H31 -1.27 1.75 -3.37  -0.5873
H32 -4.05 4.29 1.20  0.4729
H33 -4.59 3.95 -0.43  0.3374
H34 -3.32 5.14 -0.34  0.3896
O14 2.37 2.40 6.02  -0.6781
S4 2.19 1.12 5.47  1.2791
O15 2.61 -0.03 6.21  -0.6455
O16 0.53 0.85 5.12  -0.5838
C22 0.15 -0.22 4.23  1.9082
C23 -0.73 -1.22 4.99  -2.1049
C24 2.89 1.24 3.80  -0.2583
H35 0.94 -0.73 3.68  0.3107
H36 -0.37 0.32 3.44  -1.8014
H37 -0.03 -1.84 5.55  0.5632
H38 -1.27 -1.95 4.39  0.3467
H39 -1.30 -0.62 5.70  0.4093
H40 3.87 1.70 3.87  0.5325
H41 2.25 1.69 3.04  0.0234
H42 2.87 0.20 3.49  0.1755
O17 4.09 -1.50 2.27  -0.5350
S5 4.63 -0.75 1.12  1.3312
O18 6.01 -0.15 1.13  -0.8481
O19 4.37 -1.66 -0.26  -0.5271
C25 4.45 -3.06 -0.11  -0.0878
C26 5.99 -3.42 -0.03  -1.6075
C27 3.49 0.56 0.63  -1.0119
H43 4.15 -3.43 -1.08  0.2824
H44 3.87 -3.44 0.73  0.4751
H45 6.09 -4.04 0.86  0.4097
H46 6.80 -2.70 0.05  0.2925
H47 6.27 -3.94 -0.95  0.3819
H48 3.91 1.26 -0.08  0.3851
H49 3.26 1.12 1.54  0.5470
H50 2.57 0.00 0.48  0.7963
O20 -1.10 -1.12 2.41  -0.1082
S6 -2.32 -0.31 2.59  1.7954
O21 -3.39 -0.44 1.66  -0.6035
O22 -2.98 -0.50 4.16  -0.0515
C28 -4.36 -0.33 4.45  -0.3004
C29 -5.09 -1.60 5.03  -1.3589
C30 -1.97 1.50 2.74  -1.3011
H51 -4.95 -0.03 3.58  0.2001
H52 -4.46 0.48 5.17  0.4382
H53 -6.06 -1.31 5.44  0.4259
H54 -4.51 -1.85 5.92  0.3406
H55 -5.15 -2.50 4.42  0.2950
H56 -1.68 1.84 1.74  0.3408
H57 -1.25 1.70 3.53  0.5556
H58 -2.97 1.86 2.98  0.7420
C31 -0.60 0.99 -0.66  -0.8234
C32 0.65 0.13 -0.55  0.2670
O23 1.44 0.61 0.51  -0.1579
C33 0.56 1.18 1.38  -0.0904
O24 0.70 1.66 2.44  -0.6077
O25 -0.69 1.14 0.72  1.1077
F1 1.35 0.20 -1.68  0.5561
H59 -1.57 0.57 -0.92  1.0748
H60 -0.43 1.95 -1.15  -0.0453
H61 0.44 -0.92 -0.33  -0.6842

## Properties
Gap between HOMO and LUMO = 8.1 eV
Multiplicity = 1
E_HOMO = -8.75 eV

=====

> multiplicity of number 3 (C33H61FN2O25S6)?

1

=====

> Look up the multiplicity of the second one.

1

=====

> Among the records above, which one has the highest multiplicity?

C18H23CoGeN2O6